Here is a cluster of 10 separate species, C26H74N2O10 in total in a non-equilibrium geometry from OMol25. Energies are from ωB97M-V/def2-TZVPD.

Atoms and positions in Å:
C (4.480, -2.738, 7.482)
C (3.694, -1.510, 6.833)
C (2.943, -0.687, 7.919)
O (4.626, -0.595, 6.274)
H (5.319, -3.118, 6.899)
H (3.833, -3.588, 7.700)
H (4.902, -2.363, 8.415)
H (3.051, -1.727, 5.980)
H (2.510, 0.168, 7.401)
H (3.593, -0.309, 8.708)
H (2.190, -1.310, 8.402)
H (4.496, -0.573, 5.323)
C (-0.220, -4.290, -8.275)
C (-1.302, -3.887, -9.373)
C (-0.708, -3.983, -10.801)
O (-2.453, -4.532, -9.103)
H (-0.011, -5.355, -8.179)
H (-0.359, -3.898, -7.268)
H (0.747, -3.946, -8.641)
H (-1.640, -2.864, -9.214)
H (-0.561, -5.007, -11.143)
H (0.186, -3.399, -11.021)
H (-1.343, -3.585, -11.594)
H (-2.420, -5.491, -9.069)
C (-9.228, -1.453, -6.850)
C (-8.809, -1.485, -5.384)
C (-9.524, -2.622, -4.707)
O (-7.408, -1.664, -5.320)
H (-10.311, -1.527, -6.948)
H (-8.735, -2.306, -7.317)
H (-8.866, -0.555, -7.350)
H (-8.960, -0.542, -4.858)
H (-9.376, -3.522, -5.304)
H (-10.606, -2.540, -4.596)
H (-9.055, -3.022, -3.808)
H (-7.248, -2.380, -5.939)
C (0.471, 3.118, -6.229)
C (1.557, 4.020, -5.639)
C (1.013, 5.361, -5.145)
O (1.997, 3.230, -4.544)
H (0.940, 2.210, -6.607)
H (-0.025, 3.593, -7.075)
H (-0.253, 2.927, -5.436)
H (2.423, 4.014, -6.300)
H (1.861, 5.982, -4.856)
H (0.347, 5.354, -4.283)
H (0.599, 5.929, -5.979)
H (1.394, 3.222, -3.798)
C (8.724, -5.713, -3.569)
C (8.670, -4.387, -4.294)
C (9.306, -3.293, -3.521)
O (9.333, -4.591, -5.474)
H (8.209, -5.716, -2.607)
H (9.785, -5.960, -3.574)
H (8.217, -6.588, -3.976)
H (7.676, -4.014, -4.539)
H (8.685, -2.399, -3.582)
H (10.357, -3.190, -3.791)
H (9.254, -3.608, -2.479)
H (8.708, -4.667, -6.198)
C (-7.063, 5.758, 7.126)
C (-8.019, 6.313, 8.201)
C (-7.370, 6.379, 9.635)
O (-8.192, 7.100, 10.544)
C (-7.650, 7.022, 11.836)
N (-8.144, 7.631, 7.726)
H (-7.217, 5.936, 6.062)
H (-6.964, 4.673, 7.141)
H (-6.107, 6.263, 7.261)
H (-9.022, 5.886, 8.197)
H (-6.392, 6.860, 9.607)
H (-7.115, 5.382, 9.994)
H (-6.645, 7.420, 11.978)
H (-7.724, 6.040, 12.303)
H (-8.374, 7.641, 12.367)
H (-8.422, 8.039, 8.607)
H (-8.945, 7.772, 7.128)
C (1.647, -3.278, -0.404)
C (1.416, -1.864, -0.688)
C (-0.031, -1.359, -0.365)
O (-0.230, 0.031, -0.742)
C (-1.608, 0.489, -0.676)
N (2.398, -1.051, -0.021)
H (2.603, -3.675, -0.744)
H (0.811, -3.826, -0.839)
H (1.763, -3.369, 0.676)
H (1.647, -1.817, -1.752)
H (-0.269, -1.332, 0.699)
H (-0.678, -2.036, -0.922)
H (-1.941, 0.590, 0.357)
H (-2.417, -0.071, -1.146)
H (-1.616, 1.499, -1.085)
H (3.259, -1.556, 0.132)
H (2.551, -0.245, -0.611)
C (0.138, 7.585, 2.811)
O (-0.371, 8.715, 2.161)
H (-0.620, 6.837, 2.579)
H (0.964, 7.222, 2.198)
H (0.262, 7.767, 3.878)
H (-1.043, 9.154, 2.688)
C (10.034, 3.833, 1.778)
O (11.056, 4.172, 0.833)
H (9.192, 3.392, 1.245)
H (10.208, 3.194, 2.644)
H (9.697, 4.771, 2.220)
H (10.741, 4.815, 0.193)
C (2.010, -10.781, 6.067)
O (2.249, -9.631, 5.409)
H (0.967, -10.676, 6.367)
H (2.038, -11.698, 5.479)
H (2.684, -10.879, 6.918)
H (3.178, -9.665, 5.169)

Computed properties:
LUMO energy: 0.020 Ha
HOMO level: -9.16 eV
SMILES: COC[C@H](C)N.COC[C@H](C)N.CC(C)O.CC(C)O.CC(C)O.CC(C)O.CC(C)O.CO.CO.CO
ΔE to the lowest compared entry with this formula, charge and spin: 113.5 kcal per mole
Kohn-Sham gap: 9.716 eV
molar mass: 574.88 g/mol
energy: -51609.6037 eV

Results of the Mulliken charge analysis, in e, for atoms 1 through 8:
1. C -1.19
2. C 0.38
3. C -1.27
4. O -0.56
5. H 0.32
6. H 0.32
7. H 0.29
8. H 0.38